# 1
ORCA calculation (ωB97M-V/def2-TZVPD) on a single C27H30FN3O7S molecule.

Each line ends with the natural charge from an NBO analysis.
Positions of all 69 atoms, in Å:
S -1.816 -3.907 0.082  2.32
F 2.404 -2.032 -0.025  -0.33
O -1.417 4.736 1.803  -0.56
O -3.123 -4.488 -0.008  -0.93
O -2.313 2.397 2.635  -0.63
O 0.019 5.785 -0.631  -0.59
O 5.004 4.051 -0.540  -0.52
O -1.024 -3.835 -1.116  -0.95
O -0.081 -7.296 1.031  -0.52
N -0.944 -4.615 1.322  -0.69
N 2.521 3.331 -1.735  -0.45
N -0.315 3.631 -1.315  -0.40
C 1.594 3.075 -2.818  -0.22
C -2.838 -1.390 -0.073  -0.19
C 0.543 -6.269 0.292  -0.09
C 3.691 2.474 -1.833  -0.25
C -1.155 4.141 0.766  0.45
C -1.294 -0.363 1.990  -0.18
C -2.086 0.485 1.221  -0.09
C -1.444 -7.011 1.256  -0.09
C -1.234 -1.713 1.690  -0.14
C 0.610 -1.060 -1.203  -0.29
C 3.881 4.899 -0.465  -0.07
C 1.103 1.328 0.142  -0.20
C 2.953 4.721 -1.665  -0.27
C 1.642 -0.949 -0.290  0.39
C -1.614 -5.697 2.021  -0.25
C -2.882 -0.037 0.206  -0.18
C 0.246 3.784 -2.631  -0.22
C -0.929 2.394 -0.877  -0.08
C 0.443 -4.927 1.020  -0.26
C -0.187 0.048 -1.428  -0.21
C 1.916 0.235 0.372  -0.29
C 4.595 2.710 -0.623  -0.07
C -1.983 1.944 1.440  0.46
C -0.404 4.666 -0.444  0.58
C -1.478 2.766 0.476  -0.24
C 0.037 1.236 -0.745  0.04
C -1.990 -2.210 0.649  -0.31
H -3.529 0.617 -0.358  0.23
H 3.368 1.430 -1.848  0.21
H 5.505 2.112 -0.702  0.20
H -1.980 -6.929 0.298  0.18
H 1.584 -6.569 0.170  0.20
H 2.742 0.282 1.063  0.23
H 4.266 5.918 -0.428  0.20
H 1.428 1.994 -2.851  0.20
H 0.356 4.859 -2.792  0.24
H -2.668 -5.438 2.101  0.24
H 4.264 2.681 -2.754  0.17
H 0.068 -6.168 -0.695  0.18
H -1.841 -7.851 1.828  0.20
H 2.002 3.386 -3.797  0.18
H -3.437 -1.825 -0.857  0.24
H -2.111 3.372 2.676  0.52
H -0.599 -2.379 2.252  0.23
H -1.170 -5.777 3.019  0.21
H -1.001 -0.026 -2.133  0.22
H 3.317 4.690 0.456  0.16
H 2.089 5.370 -1.527  0.24
H 0.415 -2.001 -1.693  0.26
H 3.487 5.017 -2.586  0.16
H 0.990 -4.969 1.967  0.21
H 0.844 -4.130 0.398  0.24
H -0.458 3.388 -3.371  0.20
H -1.724 2.117 -1.586  0.20
H -0.704 0.046 2.795  0.23
H 1.292 2.260 0.651  0.23
H 4.049 2.430 0.291  0.16

Computed properties:
- ΔE to the lowest compared entry with this formula, charge and spin: 0.0 kJ/mol
- E_HOMO: -8.9 eV
- Kohn-Sham gap: 0.30184 hartree
- E_LUMO: -0.0246 Eh
- SMILES: O=C1C(=O)N(CCN2CCOCC2)[C@@H](c2ccc(F)cc2)/C1=C(/O)c1ccc(S(=O)(=O)N2CCOCC2)cc1



# 2
ORCA calculation (ωB97M-V/def2-TZVPD) on a molecular structure, C27H30IN7O2S2V.

Each line ends with the natural charge from an NBO analysis.
Positions of all 70 atoms, in Å:
I 1.280 5.802 3.468  0.17
V 0.530 0.775 -0.199  1.25
S -0.208 -0.958 -1.609  -0.27
S -1.850 2.319 0.675  -0.27
O 0.411 -0.318 1.018  -0.70
O 0.750 1.966 -1.281  -0.70
N 1.729 2.028 1.442  -0.47
N -2.701 -0.158 0.578  -0.78
N -2.165 0.676 2.678  -0.79
N -1.237 1.304 -3.122  -0.45
N -0.440 -2.426 0.707  -0.63
N -1.351 -3.303 -1.173  -0.44
N -0.864 2.205 -5.097  -0.52
C 1.971 3.891 2.888  -0.17
C 3.454 2.047 3.090  -0.24
C 0.360 -1.821 2.870  -0.05
C -1.817 -3.237 -2.536  -0.21
C 1.728 4.081 -1.448  -0.28
C 1.333 3.228 1.855  0.01
C 0.711 -0.814 3.786  -0.26
C 0.206 3.309 -3.165  -0.15
C 3.045 3.297 3.538  -0.19
C -0.838 -3.793 -3.566  -0.62
C 0.508 -3.435 4.660  -0.21
C 2.771 1.453 2.042  0.06
C -2.217 0.836 1.341  0.31
C -1.885 0.585 -4.073  -0.08
C 0.351 4.545 -3.791  -0.17
C 0.877 3.070 -1.937  0.40
C -0.376 -5.409 -0.331  -0.62
C -1.665 1.122 -5.308  -0.10
C -0.667 -2.290 -0.580  0.32
C 1.849 5.298 -2.083  -0.19
C 0.128 -1.488 1.481  0.43
C -0.620 2.276 -3.754  0.33
C -1.603 -4.507 -0.414  -0.21
C 1.138 5.542 -3.250  -0.24
C 0.260 -3.143 3.337  -0.22
C 0.837 -2.426 5.555  -0.25
C 0.936 -1.116 5.110  -0.20
H -0.584 -6.266 0.305  0.21
H -1.248 -3.658 -4.563  0.21
H 2.294 3.883 -0.548  0.21
H 0.003 -3.919 2.635  0.23
H -0.101 -5.764 -1.319  0.20
H 1.035 -2.651 6.591  0.21
H 0.476 3.659 1.352  0.24
H -2.763 -3.784 -2.586  0.19
H 0.104 -3.256 -3.501  0.23
H 0.457 -4.456 5.013  0.21
H -0.660 -4.852 -3.410  0.20
H 0.458 -4.854 0.087  0.22
H -2.425 -5.042 -0.890  0.19
H 2.507 6.057 -1.682  0.21
H 3.064 0.477 1.671  0.22
H 0.797 0.206 3.434  0.21
H -2.182 -0.236 3.108  0.40
H 1.200 -0.339 5.812  0.21
H -2.004 -2.189 -2.772  0.22
H 4.287 1.543 3.556  0.23
H -2.009 0.834 -6.281  0.21
H -2.471 -0.278 -3.819  0.20
H -2.562 -0.066 -0.421  0.44
H 1.209 6.500 -3.743  0.21
H -0.482 2.794 -5.817  0.42
H 3.550 3.790 4.356  0.24
H -1.735 1.424 3.197  0.42
H -2.794 -1.093 0.949  0.40
H -0.178 4.740 -4.713  0.20
H -1.903 -4.215 0.595  0.22

Computed properties:
- ΔE to the lowest compared entry with this formula, charge and spin: 402.4 kJ/mol
- 2S+1: 4
- E_HOMO (spin up / spin down): -5.1 / -7.8 eV
- Kohn-Sham gap (spin up / spin down): 0.19462 / 0.29130 hartree
- E_LUMO (spin up / spin down): 0.0062 / 0.0043 Eh



# 3
ORCA calculation (ωB97M-V/def2-TZVPD) on a single C27H30N4O6 molecule.

Each line ends with the natural charge from an NBO analysis.
Positions of all 67 atoms, in Å:
O 0.080 -0.719 -1.858  -0.66
O 1.092 -2.089 0.463  -0.54
O -3.629 1.943 -2.101  -0.64
O -3.428 -0.880 -0.436  -0.52
O 1.941 -3.131 -1.357  -0.60
O -5.472 -1.233 -1.304  -0.59
N -2.423 0.072 -2.580  -0.60
N -1.414 3.304 -1.290  -0.49
N 1.813 0.264 -0.801  -0.60
N 0.610 2.658 -0.745  -0.47
C -0.223 3.660 -0.772  0.19
C 6.114 2.683 -0.323  -0.22
C 5.648 0.369 -0.749  -0.24
C 3.700 -0.802 0.315  -0.44
C 1.826 -2.179 -0.634  0.84
C 6.419 1.496 -0.968  -0.20
C -1.344 1.983 -1.623  0.10
C -2.572 1.328 -2.120  0.63
C 1.017 -4.456 1.092  -0.64
C -2.736 3.140 2.221  -0.22
C -3.514 0.599 1.409  0.04
C 4.268 1.606 0.766  -0.27
C 0.214 -3.174 0.868  0.27
C -0.389 -2.695 2.189  -0.61
C -0.871 -3.374 -0.187  -0.65
C -4.079 2.806 2.172  -0.21
C 0.595 0.277 -1.353  0.67
C 2.663 -0.900 -0.816  -0.13
C -1.780 2.205 1.860  -0.21
C -4.306 -0.985 -1.433  0.80
C 4.566 0.411 0.121  0.07
C -3.911 -0.764 0.905  -0.12
C -2.168 0.943 1.450  -0.24
C -3.599 -0.740 -2.768  -0.33
C 5.038 2.735 0.546  -0.19
C -0.062 1.589 -1.270  -0.02
C -4.467 1.541 1.764  -0.21
H -4.997 -0.899 0.910  0.22
H -4.312 -0.227 -3.420  0.24
H 0.367 -5.221 1.506  0.21
H 4.796 3.657 1.054  0.21
H -1.423 0.223 1.142  0.22
H -3.317 -1.693 -3.216  0.24
H 5.888 -0.556 -1.255  0.21
H -0.731 2.461 1.890  0.22
H -2.258 3.845 -1.407  0.45
H 3.172 -0.988 -1.787  0.22
H -2.435 4.128 2.537  0.21
H 1.831 -4.271 1.790  0.21
H -1.091 -3.433 2.565  0.21
H -0.909 -1.752 2.045  0.21
H 2.182 1.142 -0.454  0.44
H 6.716 3.563 -0.495  0.21
H -1.569 -4.140 0.142  0.21
H 0.395 -2.546 2.928  0.21
H 3.439 1.651 1.459  0.21
H 7.260 1.449 -1.644  0.22
H -4.827 3.535 2.444  0.21
H -0.423 -3.682 -1.128  0.24
H 4.308 -1.709 0.302  0.23
H -3.437 -1.560 1.488  0.20
H -5.516 1.287 1.716  0.22
H -1.525 -0.395 -2.406  0.45
H 3.168 -0.747 1.266  0.23
H 1.431 -4.815 0.155  0.24
H 0.006 4.649 -0.430  0.21
H -1.409 -2.444 -0.353  0.23

Computed properties:
- ΔE to the lowest compared entry with this formula, charge and spin: 123.7 kJ/mol
- E_HOMO: -9.2 eV
- Kohn-Sham gap: 0.35562 hartree
- E_LUMO: 0.0188 Eh
- SMILES: CC(C)(C)OC(=O)[C@H](Cc1ccccc1)NC(=O)c1nc[nH]c1C(=O)NCC(=O)OCc1ccccc1



# 4
ORCA calculation (ωB97M-V/def2-TZVPD) on a single C27H30N6O3 molecule.

Each line ends with the natural charge from an NBO analysis.
Positions of all 66 atoms, in Å:
O -7.472 -1.962 -0.421  -0.55
O -2.354 -2.336 1.349  -0.64
O -2.287 2.450 -0.135  -0.61
N 1.697 2.493 0.464  -0.58
N 3.990 -0.954 -0.892  -0.46
N -4.033 -1.948 -0.120  -0.61
N -3.167 0.524 -2.213  -0.33
N -0.308 3.582 -0.096  -0.38
N 1.877 0.223 0.649  -0.41
C 4.749 -3.205 -1.309  -0.28
C 1.723 4.840 0.202  -0.04
C -2.854 -1.659 0.469  0.67
C -0.317 1.195 0.274  -0.36
C -5.945 -2.536 1.332  -0.42
C 4.153 0.327 -0.244  -0.23
C 1.044 5.975 -0.130  -0.14
C -0.328 5.919 -0.458  -0.27
C 6.499 -3.083 0.816  -0.17
C -1.079 2.367 -0.016  0.65
C 4.783 -2.041 -0.533  0.26
C -2.182 -0.432 -0.062  -0.29
C 2.604 -1.159 -1.242  -0.22
C -8.294 -1.019 -1.054  -0.24
C -6.848 -1.458 0.739  -0.06
C -0.967 4.724 -0.426  0.06
C -4.888 -3.018 0.332  -0.23
C 5.683 -2.003 0.536  -0.31
C -2.722 0.162 -1.216  0.28
C 1.685 -1.053 -0.005  -0.22
C 3.267 0.435 1.005  -0.24
C 1.031 3.588 0.207  0.44
C -1.044 -0.017 0.542  -0.04
C 3.172 4.829 0.558  -0.62
C 5.560 -4.282 -1.016  -0.18
C 6.441 -4.233 0.051  -0.26
C 1.076 1.299 0.449  0.50
H 0.651 -1.172 -0.323  0.23
H -8.718 -1.511 -1.928  0.19
H -4.249 -3.763 0.812  0.23
H 1.554 6.926 -0.145  0.22
H -6.261 -0.559 0.491  0.16
H -0.864 6.813 -0.726  0.23
H -2.016 4.584 -0.646  0.26
H 1.935 -1.852 0.702  0.21
H -5.386 -3.457 -0.535  0.21
H 3.598 5.825 0.478  0.22
H -9.105 -0.688 -0.393  0.16
H 3.709 4.147 -0.098  0.23
H 5.754 -1.132 1.169  0.21
H -7.610 -1.162 1.479  0.17
H -7.720 -0.139 -1.372  0.17
H 5.509 -5.166 -1.635  0.21
H 4.096 -3.262 -2.167  0.21
H 2.461 -2.136 -1.699  0.22
H 3.544 -0.341 1.725  0.20
H 7.075 -5.076 0.278  0.21
H 3.364 1.419 1.460  0.24
H 7.181 -3.024 1.652  0.21
H -4.403 -1.316 -0.814  0.41
H -6.555 -3.391 1.625  0.21
H 3.837 1.100 -0.955  0.21
H 3.299 4.463 1.576  0.23
H -5.453 -2.133 2.218  0.22
H -0.686 -0.641 1.356  0.25
H 2.312 -0.388 -1.966  0.20
H 5.201 0.497 -0.003  0.22

Computed properties:
- ΔE to the lowest compared entry with this formula, charge and spin: 120.3 kJ/mol
- E_HOMO: -7.7 eV
- Kohn-Sham gap: 0.26863 hartree
- E_LUMO: -0.0140 Eh
- SMILES: COCCCNC(=O)/C(C#N)=C/c1c(N2CCN(c3ccccc3)CC2)nc2c(C)cccn2c1=O